{"formula": "C36H61F16NO10P3S", "method": "ωB97M-V/def2-TZVPD", "species": ["C", "C", "P", "C", "C", "C", "C", "N", "C", "C", "C", "P", "S", "C", "F", "C", "C", "P", "C", "C", "C", "C", "H", "H", "H", "H", "H", "H", "H", "H", "H", "H", "H", "H", "H", "H", "H", "H", "H", "H", "H", "H", "H", "H", "H", "H", "H", "H", "H", "H", "H", "H", "H", "H", "H", "H", "H", "H", "C", "C", "O", "C", "O", "C", "F", "F", "F", "H", "H", "H", "H", "H", "C", "C", "O", "C", "O", "C", "F", "F", "F", "H", "H", "H", "H", "H", "C", "C", "O", "C", "O", "C", "F", "F", "F", "H", "H", "H", "H", "H", "C", "C", "O", "C", "O", "C", "F", "F", "F", "H", "H", "H", "H", "H", "C", "C", "O", "C", "O", "C", "F", "F", "F", "H", "H", "H", "H", "H"], "coordinates": [[0.385, 0.303, 1.622], [0.030, 0.451, 0.475], [-0.533, 0.675, -1.303], [1.114, 0.024, -2.092], [2.069, -0.864, -1.288], [2.773, -1.842, -2.237], [3.138, -0.077, -0.530], [-2.152, 1.278, -0.809], [-2.771, 0.871, 0.434], [-4.262, 1.245, 0.548], [-5.256, 0.095, 0.362], [-1.253, 0.958, -3.586], [-2.606, 2.333, -4.076], [0.131, 2.502, -1.285], [1.498, 2.449, -0.894], [-0.522, 3.515, -0.360], [-1.667, 4.322, -0.966], [-1.205, -1.572, -1.515], [-3.009, -1.642, -1.947], [-3.296, -2.863, -2.837], [-1.167, -2.525, 0.078], [-0.467, -3.897, -0.059], [0.753, 0.148, 2.606], [0.747, -0.596, -2.916], [1.673, 0.845, -2.555], [1.514, -1.482, -0.572], [2.047, -2.376, -2.854], [3.359, -2.579, -1.679], [3.453, -1.300, -2.905], [3.606, 0.644, -1.205], [3.913, -0.753, -0.153], [2.727, 0.468, 0.317], [-2.824, 1.196, -1.564], [-2.680, -0.216, 0.617], [-2.258, 1.362, 1.267], [-4.426, 1.666, 1.545], [-4.510, 2.052, -0.149], [-6.217, 0.332, 0.827], [-4.875, -0.830, 0.800], [-5.467, -0.091, -0.692], [-1.600, -0.295, -4.136], [-0.062, 1.184, -4.303], [0.148, 2.910, -2.305], [0.278, 4.220, -0.098], [-0.825, 3.040, 0.576], [-1.396, 4.690, -1.958], [-2.572, 3.728, -1.060], [-1.875, 5.191, -0.333], [-3.319, -0.717, -2.438], [-3.593, -1.742, -1.033], [-3.392, -3.755, -2.209], [-4.244, -2.752, -3.373], [-2.482, -3.049, -3.538], [-2.212, -2.693, 0.371], [-0.729, -1.948, 0.892], [-1.162, -4.712, 0.147], [-0.041, -4.006, -1.057], [0.357, -3.996, 0.656], [-3.882, -9.512, -4.683], [-3.491, -8.121, -5.129], [-2.959, -7.350, -4.032], [-1.687, -7.564, -3.732], [-0.935, -8.325, -4.267], [-1.263, -6.626, -2.577], [-2.176, -6.639, -1.600], [-1.150, -5.383, -3.042], [-0.097, -7.016, -2.076], [-4.591, -9.461, -3.856], [-4.352, -10.044, -5.511], [-3.009, -10.077, -4.360], [-4.355, -7.551, -5.464], [-2.755, -8.147, -5.932], [4.483, 3.379, -0.857], [5.908, 3.014, -1.190], [6.850, 3.672, -0.293], [7.029, 3.104, 0.883], [6.537, 2.105, 1.312], [8.071, 3.911, 1.694], [7.841, 5.229, 1.633], [9.300, 3.688, 1.202], [8.058, 3.544, 2.970], [4.346, 4.461, -0.877], [3.804, 2.938, -1.583], [4.197, 3.006, 0.125], [6.195, 3.370, -2.177], [6.075, 1.939, -1.141], [6.699, 7.363, -0.865], [5.742, 8.523, -0.999], [5.821, 9.122, -2.316], [5.166, 8.496, -3.279], [4.514, 7.499, -3.195], [5.321, 9.281, -4.604], [6.591, 9.649, -4.810], [4.570, 10.391, -4.562], [4.926, 8.543, -5.632], [7.716, 7.676, -1.102], [6.683, 6.979, 0.154], [6.424, 6.551, -1.536], [5.995, 9.335, -0.322], [4.713, 8.220, -0.809], [0.139, -5.444, 5.707], [-1.309, -5.804, 5.952], [-2.185, -5.072, 5.066], [-2.305, -5.561, 3.841], [-1.795, -6.547, 3.400], [-3.268, -4.673, 3.016], [-3.003, -3.378, 3.196], [-4.531, -4.902, 3.409], [-3.163, -4.957, 1.729], [0.287, -4.369, 5.805], [0.771, -5.950, 6.437], [0.453, -5.748, 4.709], [-1.630, -5.513, 6.950], [-1.487, -6.871, 5.822], [-3.334, 0.112, 4.289], [-2.701, 0.644, 5.551], [-3.178, 1.977, 5.865], [-4.339, 2.050, 6.484], [-5.045, 1.152, 6.839], [-4.685, 3.533, 6.764], [-4.476, 4.303, 5.696], [-3.917, 3.989, 7.767], [-5.958, 3.652, 7.129], [-3.166, 0.790, 3.451], [-2.904, -0.856, 4.035], [-4.410, -0.012, 4.412], [-1.626, 0.763, 5.437], [-2.893, -0.004, 6.406]], "forces_ev_per_angstrom": [[-0.039, -0.014, -0.406], [-0.017, 0.087, 0.158], [0.201, 0.398, 0.902], [-0.168, -0.093, -0.192], [0.269, -0.157, -0.071], [-0.071, 0.017, -0.092], [-0.057, -0.081, 0.126], [-0.126, -0.227, -0.023], [-0.153, -0.059, 0.274], [-0.169, 0.067, 0.048], [-0.056, 0.119, -0.189], [-0.159, 0.259, -0.175], [-0.143, -0.063, -0.016], [-0.116, -0.074, -0.098], [0.132, -0.034, -0.010], [0.115, 0.246, 0.096], [0.078, 0.057, 0.108], [0.237, -0.346, -0.396], [-0.005, -0.158, 0.089], [-0.204, 0.020, 0.269], [-0.390, -0.327, 0.272], [0.173, 0.259, 0.266], [-0.002, 0.027, 0.100], [0.032, 0.081, 0.013], [-0.021, 0.065, 0.174], [-0.124, 0.161, 0.010], [0.016, -0.025, 0.043], [0.032, 0.032, -0.022], [-0.022, -0.039, 0.008], [0.058, -0.043, 0.023], [-0.017, 0.038, -0.032], [-0.034, 0.092, -0.074], [0.096, 0.098, -0.119], [0.082, 0.029, 0.028], [0.131, -0.083, -0.112], [0.031, -0.012, -0.020], [0.146, -0.016, 0.010], [0.057, -0.031, 0.037], [-0.062, 0.015, 0.050], [0.132, -0.103, -0.029], [0.138, -0.073, -0.054], [0.074, -0.066, -0.076], [-0.072, -0.083, -0.004], [-0.011, -0.064, -0.006], [-0.023, -0.040, -0.067], [-0.058, -0.028, 0.000], [0.030, -0.010, -0.087], [-0.036, -0.039, -0.018], [0.048, -0.036, -0.056], [-0.121, 0.209, 0.037], [0.101, -0.016, -0.079], [0.075, -0.002, -0.066], [-0.097, 0.093, -0.106], [0.059, 0.067, 0.003], [0.082, 0.105, -0.152], [0.057, -0.066, -0.180], [-0.060, -0.148, 0.014], [-0.023, 0.012, -0.029], [0.029, 0.008, 0.092], [-0.067, -0.027, -0.151], [0.019, -0.011, 0.014], [0.015, 0.082, 0.039], [-0.016, -0.046, -0.015], [-0.132, -0.127, -0.127], [0.032, 0.024, 0.053], [0.065, 0.019, 0.025], [0.039, 0.051, 0.035], [-0.023, -0.001, -0.020], [-0.004, 0.001, -0.008], [0.010, 0.003, -0.028], [0.000, 0.018, 0.039], [0.040, -0.010, 0.038], [0.033, 0.142, 0.125], [-0.128, -0.105, -0.181], [0.010, 0.004, 0.019], [0.080, 0.042, 0.053], [-0.037, -0.028, -0.040], [-0.071, -0.092, -0.083], [0.003, 0.061, 0.034], [0.026, 0.015, 0.018], [0.037, 0.019, 0.026], [0.010, -0.003, -0.043], [-0.022, -0.010, -0.004], [-0.016, -0.048, -0.022], [0.036, 0.043, 0.030], [0.008, 0.006, 0.081], [0.060, -0.030, -0.162], [-0.042, -0.040, 0.237], [-0.024, 0.012, -0.021], [0.030, 0.084, -0.083], [0.002, -0.041, 0.027], [-0.021, -0.066, 0.105], [0.022, 0.009, -0.022], [0.005, 0.018, -0.017], [-0.011, 0.008, -0.029], [0.004, 0.014, 0.049], [-0.021, 0.013, 0.015], [-0.027, -0.013, 0.032], [0.031, 0.023, -0.045], [-0.010, -0.018, -0.092], [-0.020, 0.061, -0.077], [0.062, -0.089, 0.137], [-0.004, 0.003, -0.032], [-0.058, 0.085, -0.032], [0.011, -0.033, 0.016], [0.162, -0.057, 0.069], [-0.036, 0.043, -0.011], [-0.021, 0.009, -0.020], [-0.110, -0.021, -0.042], [0.009, -0.004, 0.029], [0.001, -0.005, 0.007], [-0.004, -0.026, 0.008], [-0.018, 0.038, -0.021], [-0.004, 0.009, -0.053], [-0.204, 0.102, -0.123], [0.193, -0.221, -0.020], [-0.043, 0.017, 0.008], [0.010, 0.118, 0.014], [-0.003, -0.046, -0.006], [0.019, -0.129, -0.007], [-0.005, 0.032, -0.016], [0.003, 0.026, 0.005], [-0.012, 0.023, 0.011], [0.103, -0.017, 0.005], [0.025, 0.015, 0.015], [0.017, -0.050, 0.045], [-0.014, 0.081, -0.017], [-0.068, 0.036, 0.011]], "homo_ha": -0.149, "charge": -1, "total_energy_ev": -142468.680, "lumo_energy_ev": 1.92, "homo_lumo_gap_ev": 6.0}



{"formula": "C36H61O12P", "method": "ωB97M-V/def2-TZVPD", "species": ["C", "C", "C", "O", "C", "C", "C", "C", "C", "C", "C", "C", "C", "C", "C", "C", "C", "C", "O", "C", "C", "P", "C", "C", "C", "C", "C", "C", "O", "C", "C", "C", "O", "H", "H", "H", "H", "H", "H", "H", "H", "H", "H", "H", "H", "H", "H", "H", "H", "H", "H", "H", "H", "H", "H", "H", "H", "H", "H", "H", "H", "H", "C", "O", "H", "H", "H", "H", "C", "O", "H", "H", "H", "H", "C", "O", "H", "H", "H", "H", "C", "O", "H", "H", "H", "H", "C", "O", "H", "H", "H", "H", "C", "O", "H", "H", "H", "H", "C", "O", "H", "H", "H", "H", "C", "O", "H", "H", "H", "H"], "coordinates": [[1.244, 5.107, 2.508], [2.177, 5.644, 1.409], [3.193, 4.625, 0.877], [2.671, 3.285, 0.745], [2.794, 2.811, -0.537], [4.011, 2.429, -1.107], [5.282, 2.498, -0.267], [5.382, 1.178, 0.521], [5.116, -0.036, -0.078], [5.185, -1.221, 0.619], [5.539, -1.264, 1.955], [5.791, -0.034, 2.567], [5.712, 1.145, 1.863], [4.037, 1.995, -2.415], [2.903, 1.878, -3.191], [1.694, 2.207, -2.616], [1.651, 2.683, -1.316], [0.269, 3.027, -0.779], [0.035, 4.044, -0.161], [-0.794, 1.995, -1.155], [-1.743, 1.522, -0.246], [-1.724, 2.137, 1.488], [-0.072, 1.562, 2.150], [-2.941, 1.147, 2.486], [-2.646, 0.572, -0.712], [-2.588, 0.116, -2.006], [-1.648, 0.563, -2.909], [-1.574, 0.005, -4.328], [-1.870, -1.373, -4.391], [-0.728, -2.198, -4.514], [-0.740, 1.523, -2.465], [0.370, 2.076, -3.339], [0.227, 2.371, -4.511], [0.706, 4.222, 2.165], [0.482, 5.875, 2.697], [1.754, 4.879, 3.452], [2.714, 6.510, 1.828], [1.544, 6.048, 0.610], [3.511, 4.954, -0.123], [4.087, 4.661, 1.519], [5.247, 3.337, 0.427], [6.158, 2.552, -0.927], [4.842, -0.104, -1.127], [4.956, -2.157, 0.111], [5.625, -2.184, 2.529], [6.070, -0.055, 3.619], [5.935, 2.059, 2.416], [5.004, 1.714, -2.834], [2.911, 1.534, -4.223], [0.269, 2.216, 2.956], [0.693, 1.491, 1.370], [-0.189, 0.546, 2.561], [-3.132, 0.194, 1.983], [-2.471, 0.969, 3.463], [-3.848, 1.718, 2.698], [-3.396, 0.163, -0.035], [-3.286, -0.650, -2.347], [-2.275, 0.538, -4.987], [-0.573, 0.235, -4.712], [0.108, -1.738, -5.061], [-0.994, -3.107, -5.066], [-0.343, -2.522, -3.533], [-1.147, -5.952, -3.549], [-0.372, -5.557, -4.682], [-1.533, -5.056, -3.067], [-1.981, -6.579, -3.869], [-0.518, -6.501, -2.842], [-0.039, -6.357, -5.095], [-6.351, -1.397, -1.578], [-5.298, -2.350, -1.420], [-6.039, -0.461, -1.120], [-6.551, -1.229, -2.640], [-7.257, -1.753, -1.082], [-5.586, -3.171, -1.827], [-5.131, -6.036, -4.878], [-4.136, -7.042, -4.717], [-4.740, -5.103, -4.476], [-5.366, -5.900, -5.936], [-6.039, -6.309, -4.334], [-4.493, -7.859, -5.075], [-6.586, 2.741, 0.328], [-5.720, 1.609, 0.364], [-7.508, 2.487, 0.844], [-6.114, 3.589, 0.830], [-6.816, 3.006, -0.708], [-4.911, 1.854, -0.097], [8.094, -3.530, 3.825], [7.106, -4.323, 3.167], [8.259, -2.628, 3.244], [7.742, -3.255, 4.821], [9.029, -4.091, 3.899], [6.975, -5.113, 3.698], [9.250, 0.081, 4.436], [9.497, -1.185, 5.032], [9.188, -0.046, 3.357], [8.302, 0.481, 4.806], [10.060, 0.775, 4.674], [9.552, -1.066, 5.984], [-9.285, 1.623, 2.973], [-10.139, 2.420, 2.156], [-8.411, 2.213, 3.236], [-9.804, 1.324, 3.887], [-8.965, 0.734, 2.423], [-10.905, 1.886, 1.931], [-3.667, -2.551, 2.824], [-4.846, -1.917, 2.347], [-3.423, -2.144, 3.803], [-3.824, -3.629, 2.914], [-2.839, -2.357, 2.136], [-5.039, -2.291, 1.481]], "forces_ev_per_angstrom": [[-0.176, 0.243, -0.171], [-0.498, -0.136, 0.454], [0.055, 0.951, -0.237], [0.547, 0.280, -0.180], [-0.421, -0.031, -0.357], [0.513, 0.883, 0.948], [-0.421, -1.313, -0.138], [-0.023, 0.612, 0.003], [-0.161, -0.246, -0.807], [-0.026, -1.212, 0.089], [0.047, 0.818, 0.251], [0.169, -1.207, 0.492], [0.292, 0.877, 0.626], [0.764, -0.312, -0.535], [-0.419, -0.002, -0.426], [-0.597, 0.002, -0.306], [-1.059, 0.158, 0.757], [0.046, 0.053, 0.004], [0.086, -0.691, -0.412], [0.603, 0.561, 0.298], [0.226, -0.278, 0.594], [-0.047, 1.338, 0.605], [-0.461, -0.907, -0.111], [0.741, -0.238, -0.316], [-0.237, 0.058, 0.612], [-0.721, -0.804, -0.632], [0.445, 0.241, -0.683], [0.008, 0.444, 0.240], [0.289, 0.208, -0.329], [0.300, -0.803, 0.120], [0.344, 0.280, -0.277], [0.072, -0.095, -0.104], [0.159, -0.343, 0.669], [0.153, 0.103, 0.040], [0.179, -0.201, 0.151], [0.016, 0.038, -0.231], [0.158, -0.268, -0.238], [0.193, -0.322, 0.001], [0.061, -0.023, 0.246], [-0.293, -0.489, 0.025], [0.231, -0.106, -0.188], [-0.178, 0.296, 0.149], [-0.001, 0.184, 0.138], [0.069, 0.218, -0.012], [-0.074, 0.057, -0.278], [-0.065, 0.294, -0.162], [-0.123, -0.010, -0.302], [-0.185, 0.091, 0.024], [0.204, 0.061, 0.187], [-0.077, -0.014, -0.253], [-0.103, 0.251, 0.136], [0.092, 0.223, -0.089], [-0.354, 0.067, 0.489], [0.011, -0.104, -0.297], [0.029, -0.216, -0.454], [0.146, 0.010, -0.188], [0.113, 0.103, 0.193], [0.038, -0.122, 0.241], [-0.224, -0.303, -0.138], [-0.317, 0.219, 0.080], [-0.117, 0.224, 0.184], [-0.103, 0.195, -0.113], [0.155, -0.310, -0.259], [0.008, 0.175, 0.065], [0.061, 0.048, -0.068], [-0.062, 0.058, 0.187], [-0.111, 0.049, 0.138], [-0.007, 0.035, -0.045], [0.041, -0.223, -0.091], [0.054, 0.108, 0.166], [0.029, -0.053, 0.056], [-0.094, 0.082, 0.036], [-0.074, 0.150, -0.036], [0.078, -0.019, 0.000], [0.004, -0.297, -0.070], [-0.050, 0.061, 0.023], [0.081, -0.040, -0.010], [-0.075, 0.142, 0.037], [-0.059, 0.133, -0.023], [0.065, -0.025, 0.018], [0.293, -0.056, -0.095], [-0.059, -0.038, -0.021], [0.025, -0.053, -0.015], [-0.143, 0.094, -0.026], [-0.113, 0.130, 0.058], [0.015, -0.035, 0.033], [-0.226, -0.404, 0.090], [-0.055, 0.088, -0.141], [-0.063, -0.047, -0.044], [0.188, 0.145, 0.013], [0.110, 0.207, 0.079], [-0.054, -0.021, -0.064], [-0.013, 0.013, 0.446], [0.102, -0.151, -0.115], [0.006, -0.100, 0.028], [0.013, 0.184, -0.161], [-0.066, 0.118, -0.134], [0.018, 0.016, -0.016], [-0.316, -0.119, -0.174], [0.131, 0.098, 0.045], [-0.040, 0.054, -0.047], [0.135, -0.054, 0.059], [0.142, -0.045, 0.153], [-0.013, 0.054, -0.033], [-0.159, -0.037, -0.355], [0.000, -0.001, 0.114], [-0.077, 0.064, -0.020], [0.156, -0.022, 0.072], [0.153, -0.108, 0.137], [-0.052, 0.105, -0.076]], "homo_ha": -0.276, "total_energy_ev": -72175.430, "lumo_energy_ev": -0.22, "homo_lumo_gap_ev": 7.3}



- What is the formula in the first record?
  C36H61F16NO10P3S



- What is the formula in the second record?
  C36H61O12P